(1)
The following is a DFT calculation (wB97M-V/def2-TZVPD) of one molecule with the formula C3H4OS.

Each line ends with the natural charge from an NBO analysis.
Element x y z (Å)
C1 2.20 -0.07 -1.66  0.308
C2 -0.38 -0.12 -1.16  -0.430
C3 -0.12 -0.28 0.30  -0.673
O1 2.88 0.28 -0.75  -0.463
S1 0.80 -0.53 -2.37  0.400
H1 -1.02 0.71 -1.21  0.191
H2 0.68 0.43 0.59  0.217
H3 0.09 -1.34 0.56  0.223
H4 -0.95 0.22 0.76  0.228

Computed properties:
LUMO energy (alpha / beta): -0.43 / 0.04 eV
E_tot: -590.0130 hartree
Energy above the lowest of the compared OMol25 structures with the same formula, charge and spin: 70.0 kcal/mol
Kohn-Sham gap (alpha / beta): 7.16 / 8.24 eV
Net charge: 0


(2)
The following is a DFT calculation (wB97M-V/def2-TZVPD) of a 2-piece molecular cluster, C3H9N3O overall.

Each line ends with the natural charge from an NBO analysis.
Element x y z (Å)
N1 1.80 -1.02 -1.11  -0.848
C1 1.62 0.21 -0.83  0.552
N2 1.99 1.38 -0.61  -0.749
H1 2.54 -1.25 -1.76  0.404
H2 2.97 1.49 -0.36  0.382
C2 -1.48 0.77 1.58  -0.418
N3 -1.27 -0.47 0.85  -0.619
C3 -0.94 -0.41 -0.50  0.292
O1 -0.67 -1.57 -1.10  -0.712
H3 -1.84 0.54 2.58  0.211
H4 -2.24 1.37 1.07  0.198
H5 -0.57 1.37 1.66  0.189
H6 -0.88 -1.26 1.35  0.390
H7 -1.59 0.27 -1.06  0.173
H8 0.18 0.23 -0.60  0.063
H9 0.38 -1.63 -1.17  0.492

Computed properties:
LUMO energy: 0.34 eV
SMILES: N=C=N.CNCO
E_tot: -359.1159 hartree
Energy above the lowest of the compared OMol25 structures with the same formula, charge and spin: 80.6 kcal/mol
Kohn-Sham gap: 9.01 eV
Net charge: 0


(3)
The following is a DFT calculation (wB97M-V/def2-TZVPD) of C41H43BrCl2N6O2SSeTi as an isolated structure.

Each line ends with the Mulliken charge.
Element x y z (Å)
Ti1 0.28 1.03 -2.18  0.528
Br1 3.63 2.60 0.60  -0.087
C1 1.79 2.98 0.67  0.369
C2 1.59 3.76 1.84  -0.844
C3 0.36 4.21 2.12  -0.505
C4 -0.66 3.93 1.20  -0.703
C5 -0.36 3.21 0.09  0.440
N1 0.84 2.61 -0.12  0.617
C6 -1.39 3.14 -1.00  0.188
O1 -2.49 3.66 -0.91  -0.686
O2 -1.03 2.38 -2.12  -0.518
H1 2.51 3.91 2.42  0.454
H2 0.18 4.86 2.99  0.444
H3 -1.64 4.38 1.28  0.549
C7 -6.11 -2.21 0.45  -1.886
C8 -4.75 -2.93 0.35  2.249
C9 -4.41 -3.50 1.68  -1.855
C10 -4.98 -4.11 -0.61  -1.531
C11 -3.64 -1.95 -0.11  0.249
C12 -3.95 -0.72 -0.76  -0.788
C13 -2.98 0.12 -1.21  -0.888
N2 -1.68 -0.06 -1.03  0.587
C14 -1.32 -1.24 -0.48  0.361
C15 -2.28 -2.15 0.03  -0.370
C16 0.09 -1.44 -0.40  -0.554
C17 0.71 -2.57 0.16  0.072
C18 2.07 -2.66 0.41  0.873
C19 2.81 -1.50 0.07  -1.886
C20 2.20 -0.41 -0.49  -0.083
N3 0.88 -0.37 -0.79  0.370
C21 2.75 -3.92 0.96  1.878
C22 3.16 -4.83 -0.23  -1.573
C23 4.06 -3.58 1.83  -1.695
C24 1.78 -4.66 1.86  -2.013
H4 -6.77 -2.76 1.11  0.401
H5 -6.70 -2.00 -0.51  0.286
H6 -6.05 -1.17 0.82  0.437
H7 -5.25 -4.04 2.11  0.467
H8 -4.17 -2.75 2.45  0.410
H9 -3.54 -4.15 1.64  0.335
H10 -5.73 -4.82 -0.22  0.393
H11 -4.06 -4.70 -0.82  0.332
H12 -5.28 -3.75 -1.59  0.394
H13 -4.98 -0.42 -0.81  0.436
H14 -3.23 1.13 -1.59  0.454
H15 -1.91 -2.92 0.65  0.288
H16 0.05 -3.38 0.55  -0.091
H17 3.90 -1.57 0.05  0.263
H18 2.79 0.46 -0.74  0.682
H19 3.89 -4.35 -0.92  0.340
H20 2.26 -5.06 -0.81  0.370
H21 3.61 -5.74 0.11  0.440
H22 4.87 -3.30 1.14  0.353
H23 4.40 -4.48 2.37  0.433
H24 3.83 -2.86 2.59  0.398
H25 0.92 -5.13 1.41  0.351
H26 1.43 -4.05 2.69  0.449
H27 2.32 -5.49 2.32  0.486
C25 -2.57 2.93 6.60  -0.841
N4 -1.23 2.46 6.50  0.221
C26 -0.19 2.80 7.41  -0.568
C27 0.93 2.17 7.01  -0.285
N5 0.59 1.42 5.91  0.305
C28 1.52 0.56 5.23  -0.934
C29 -0.75 1.59 5.55  -0.243
Se1 -1.60 1.02 4.10  -0.239
H28 -3.12 2.35 5.83  0.207
H29 -2.67 3.95 6.30  0.347
H30 -3.04 2.81 7.59  0.330
H31 -0.36 3.64 8.11  0.371
H32 1.95 2.22 7.32  0.400
H33 2.47 0.43 5.75  0.290
H34 1.73 1.00 4.24  0.294
H35 1.05 -0.42 5.02  0.343
Cl1 2.00 4.81 -3.62  -0.221
C30 3.17 3.58 -3.38  0.422
C31 4.46 4.00 -3.21  -0.437
C32 5.52 3.04 -3.24  -0.671
C33 5.31 1.73 -3.60  -0.393
C34 4.01 1.22 -3.63  0.640
Cl2 3.52 -0.35 -4.23  -0.211
C35 2.89 2.17 -3.30  -0.570
N6 1.75 1.57 -3.05  -0.025
H36 4.69 5.04 -2.91  0.321
H37 6.53 3.45 -3.19  0.380
H38 6.21 1.12 -3.89  0.302
S1 -0.56 -0.36 -3.94  -0.386
C36 -0.70 0.45 -5.47  0.475
C37 0.41 0.50 -6.37  -0.319
C38 0.29 1.12 -7.57  -0.463
C39 -0.91 1.77 -7.96  -0.472
C40 -1.98 1.82 -7.01  -0.554
C41 -1.89 1.13 -5.81  -0.368
H39 1.28 -0.11 -6.16  0.275
H40 1.13 1.03 -8.28  0.339
H41 -0.93 2.25 -8.94  0.349
H42 -2.91 2.37 -7.22  0.341
H43 -2.64 1.05 -5.04  0.378

Computed properties:
LUMO energy: -1.00 eV
E_tot: -9210.7129 hartree
Energy above the lowest of the compared OMol25 structures with the same formula, charge and spin: 59.7 kcal/mol
Kohn-Sham gap: 5.50 eV
Net charge: 0